(1)
ORCA calculation (ωB97M-V with the def2-TZVPD basis set) on a single C11H14N6O molecule in a non-equilibrium geometry.

The calculation puts the largest force on an atom at 2.46 eV/Å. For the energy relative to the best compared isomer or geometry (same formula, charge and spin), the calculation gives 2.053 eV. As for the charge: 0. Its SMILES is CCOc1ccc(N2Nc3[nH]nc(N)c3N2)cc1.

Each line ends with the Löwdin charge.
CARTESIAN COORDINATES (ANGSTROEM)
C (5.8857, 1.9239, 0.8346)  -0.065
C (4.5914, 1.3958, 0.2073)  -0.257
O (3.6140, 1.3218, 1.2413)  -0.065
C (2.3461, 0.9576, 0.8996)  -0.286
C (1.8049, 0.9447, -0.4040)  -0.014
C (0.4753, 0.5165, -0.6175)  -0.035
C (-0.3968, 0.2259, 0.4465)  -0.205
N (-1.7708, -0.1081, 0.2254)  -0.069
N (-2.5443, -0.9138, 1.1450)  0.105
C (-3.5489, -1.4666, 0.3227)  -0.235
N (-4.6266, -2.3458, 0.3673)  0.020
N (-5.1542, -2.5329, -0.9194)  0.067
C (-4.3903, -1.8186, -1.7027)  -0.402
N (-4.6944, -1.6715, -2.9913)  0.131
C (-3.4085, -1.1113, -0.9426)  -0.181
N (-2.2842, -0.3117, -1.1019)  0.065
C (0.1506, 0.3190, 1.7360)  -0.042
C (1.4970, 0.5907, 1.9446)  -0.015
H (5.7397, 2.9599, 1.1288)  0.075
H (6.1332, 1.2738, 1.6861)  0.083
H (6.7143, 1.8746, 0.1422)  0.068
H (4.7590, 0.3837, -0.2173)  0.132
H (4.2494, 2.0411, -0.6051)  0.108
H (2.3824, 1.2382, -1.2902)  0.105
H (0.1267, 0.4156, -1.6477)  0.093
H (-2.1055, -1.5285, 1.8205)  0.126
H (-4.8501, -2.9204, 1.1937)  0.151
H (-4.2503, -0.8612, -3.3607)  0.087
H (-5.6012, -1.9384, -3.2681)  0.087
H (-2.1818, 0.3798, -1.8435)  0.135
H (-0.5288, 0.2065, 2.5937)  0.109
H (1.8671, 0.5595, 2.9768)  0.123

(2)
ORCA calculation (ωB97M-V with the def2-TZVPD basis set) on a molecular structure, C18H20Cl3N4Ta in a non-equilibrium geometry.

The calculation puts the largest force on an atom at 1.16 eV/Å. For the energy relative to the best compared isomer or geometry (same formula, charge and spin), the calculation gives 0.396 eV. As for the charge: +4.

Each line ends with the Löwdin charge.
CARTESIAN COORDINATES (ANGSTROEM)
Ta (-0.0685, 0.3939, -1.1054)  1.917
C (-2.9638, 0.5596, -1.6876)  0.016
N (-2.0116, -0.3816, -0.9806)  -0.354
C (-1.8243, -1.6417, -1.8057)  0.011
C (-2.4120, -0.7519, 0.3960)  -0.181
C (-3.6793, -1.0901, 0.7852)  0.055
C (-3.8594, -1.4907, 2.1188)  0.060
C (-2.7833, -1.6016, 2.9958)  0.031
C (-1.5080, -1.2378, 2.6010)  0.067
C (-1.3195, -0.7567, 1.2942)  -0.174
N (-0.1386, -0.3014, 0.7134)  -0.032
C (1.1799, -0.2520, 1.2656)  -0.171
C (1.5045, -0.0062, 2.6028)  0.047
C (2.8375, 0.0712, 2.9678)  0.038
C (3.8507, -0.0576, 2.0240)  0.053
C (3.5548, -0.2571, 0.6781)  0.047
C (2.2301, -0.3685, 0.3129)  -0.196
N (1.7994, -0.6010, -1.0849)  -0.368
C (2.6792, 0.1291, -2.0854)  -0.011
C (1.7512, -2.0758, -1.4335)  0.024
H (-3.8807, 0.0263, -1.9399)  0.130
H (-2.5203, 0.8919, -2.6376)  0.113
H (-3.1928, 1.4089, -1.0431)  0.126
H (-2.7999, -2.0578, -2.0632)  0.147
H (-1.2599, -2.3773, -1.2348)  0.115
H (-1.3225, -1.3814, -2.7510)  0.111
H (-4.5313, -1.0773, 0.1165)  0.149
H (-4.8574, -1.7406, 2.4581)  0.153
H (-2.9568, -1.9661, 4.0002)  0.151
H (-0.6794, -1.3533, 3.2807)  0.127
H (0.7366, 0.1691, 3.3398)  0.133
H (3.1007, 0.2497, 4.0030)  0.153
H (4.8864, -0.0002, 2.3360)  0.154
H (4.3645, -0.3475, -0.0348)  0.146
H (3.6501, -0.3634, -2.1472)  0.127
H (2.8306, 1.1624, -1.7686)  0.109
H (2.2251, 0.0722, -3.0796)  0.114
H (2.7735, -2.4488, -1.5110)  0.134
H (1.2687, -2.1999, -2.4071)  0.109
H (1.2313, -2.6177, -0.6454)  0.113
Cl (2.1233, 5.3490, -1.1920)  0.770
C (0.3921, 5.0695, -1.1654)  -1.645
Cl (-0.3974, 5.6992, 0.2642)  0.775
Cl (-0.4111, 5.5081, -2.6606)  0.773
C (0.2573, 3.5993, -1.0765)  -0.227
N (0.1506, 2.4433, -1.0132)  0.057